# 1
DFT (ωB97M-V/def2-TZVPD) results for C35H30BrClMgN5O13P as an isolated structure.

For the relative energy (zero: lowest compared OMol25 entry of this formula, charge and spin), the calculation gives 7.79 kcal/mol.

```
! RIJCOSX wB97M-V def2-TZVPD def2/J DEFGRID3
* xyz -2 1
O 3.18 -0.50 2.17
C 3.59 -2.50 -4.67
H -0.23 -3.86 -2.96
C -0.30 -1.98 -0.15
H -3.49 4.84 1.56
C -1.69 -1.79 -4.12
C -2.90 -0.22 3.27
H -3.61 1.02 -3.66
N -0.43 -3.25 -5.49
C -0.33 5.43 -0.60
C -1.10 -1.89 -2.80
C -2.89 0.24 -3.44
O -3.15 -0.04 0.90
C 1.80 2.25 2.82
H 1.40 -5.03 -5.12
Mg -1.45 0.91 0.48
C 2.83 3.10 3.53
H 3.08 -0.44 -4.45
C -2.67 -0.80 -4.32
H 3.83 -4.63 -4.84
O -2.24 1.30 -1.44
C -0.41 -3.01 -2.31
P 1.99 0.20 1.21
C -3.49 -0.59 4.44
C -2.18 0.32 -2.22
H 5.33 -2.00 2.05
H -0.04 -2.00 0.90
H 1.18 3.41 -1.07
O -4.56 -2.08 -0.15
C 3.13 -3.80 -4.83
H 1.46 1.44 3.46
H 5.35 -0.53 -0.07
C 0.28 3.08 -0.51
C 5.00 -0.05 -0.98
H -2.92 7.11 0.76
H 4.69 -2.05 3.70
C -1.80 3.86 0.64
N -1.47 -2.56 -5.23
H 0.92 2.84 2.55
C 0.86 -2.97 -4.99
C -2.29 6.26 0.51
H 4.57 -3.49 2.66
O 2.73 0.09 -0.24
C -1.35 -0.87 -1.87
C -3.52 -0.54 1.99
H 4.70 -0.83 -1.68
C 1.78 -4.02 -4.99
O -0.84 0.48 2.28
Br 5.47 -2.19 -4.52
C -2.61 5.01 0.96
H 3.52 1.39 -1.59
N -5.21 -2.06 0.87
O 2.40 1.73 1.62
H 0.49 -3.93 -0.60
N -5.32 -1.68 5.70
C 4.53 -2.40 2.68
O 0.17 1.88 -0.25
H 3.15 3.93 2.90
H 3.01 -2.31 1.17
C -5.22 -1.80 3.26
H -3.02 -0.32 5.37
C 3.18 -1.92 2.18
N -0.94 -0.91 -0.58
C -1.53 0.46 3.36
H 0.56 5.60 -1.20
H 3.71 2.50 3.77
C -4.64 -1.45 2.07
O -6.34 -2.36 5.67
O -4.82 -1.27 6.74
H -3.19 -0.84 -5.26
H -6.08 -2.46 3.27
C -0.02 -3.06 -1.00
C 3.84 0.87 -0.68
O -2.12 2.72 1.06
H 2.38 -2.30 2.82
H 5.83 0.52 -1.43
C -0.62 4.13 -0.15
O -1.16 0.87 4.46
Cl -0.78 8.10 -0.85
C 2.71 -1.44 -4.61
C -4.68 -1.34 4.44
O -6.34 -2.55 0.95
C 1.35 -1.68 -4.75
H 2.40 3.50 4.45
C -1.14 6.47 -0.28
H 4.11 1.61 0.07
H 0.65 -0.85 -4.72
*
```



# 2
DFT (ωB97M-V/def2-TZVPD) results for C35H30ClN4O5RuS2 as an isolated structure.

```
! RIJCOSX wB97M-V def2-TZVPD def2/J DEFGRID3
* xyz -2 2
H -0.23 -5.84 -3.89
C -4.53 -5.78 0.40
C -2.82 3.29 2.07
C 2.81 -0.92 -6.03
C 1.79 -0.26 -3.53
C -2.86 -3.04 -4.15
H -2.62 3.02 3.10
H -5.61 -5.73 0.45
C 1.35 0.42 -4.67
C -3.05 -4.22 -4.85
Ru -0.46 -0.14 0.25
H -1.68 2.04 -3.31
C -4.52 -3.35 -0.15
C 4.31 -1.38 2.65
H -0.70 -5.93 0.24
C -1.77 -5.88 0.28
S -4.54 -2.40 1.47
C -2.42 -4.70 -0.01
C -2.09 -5.21 -4.74
C 0.13 -2.11 2.51
Cl -2.31 -6.69 -5.63
H -1.98 -7.94 0.85
H -2.17 3.63 -2.68
H -4.01 -2.69 -0.85
H -1.47 -2.80 3.73
H -2.74 3.56 -0.50
C -0.96 -5.05 -3.95
O -1.95 -0.52 -3.08
C -1.75 -2.86 -3.34
H 4.03 -2.33 -4.99
C -1.99 2.83 -0.22
H -0.37 -4.08 3.24
C 1.15 0.00 -2.22
S -3.09 -0.12 0.24
C 3.28 -1.56 -4.89
C -3.82 -4.63 0.05
C -1.61 -1.56 -2.53
H -2.69 4.36 1.93
O -1.08 1.71 1.65
H -3.58 -2.23 -4.23
C 1.86 0.09 -5.91
C -1.24 2.29 -1.26
H -3.85 3.02 1.82
O -1.18 -1.76 -1.36
C -2.49 -7.02 0.63
C 2.09 -0.67 1.86
C -3.88 -6.96 0.68
H 0.06 -3.72 -2.61
C 1.52 -1.85 2.49
C 2.77 -1.24 -3.65
C -1.88 2.53 1.15
O 1.41 0.25 1.31
C 3.75 -2.50 3.25
C 3.49 -0.49 1.98
H -5.57 -3.48 -0.42
N -0.78 -1.57 1.65
H 2.00 -3.63 3.61
N -2.01 -2.02 1.83
O 1.36 -0.78 -1.25
C -1.40 2.86 -2.65
H 3.19 -1.20 -7.01
H 0.14 -2.92 4.49
H -0.45 3.26 -2.98
C -3.03 -1.53 1.22
H 4.39 -3.20 3.78
C -0.42 -3.04 3.56
H 1.50 0.60 -6.79
H -3.92 -4.36 -5.48
C 2.40 -2.73 3.17
C -0.81 -3.87 -3.24
H 0.60 1.17 -4.55
H 5.38 -1.21 2.69
H -4.44 -7.85 0.94
H 3.91 0.39 1.52
N 0.35 1.06 -2.22
N -0.37 1.29 -1.13
H 3.10 -1.74 -2.75
H -1.86 -3.82 -0.28
*
```



| no. | calculated total energy (Eh) |
| --- | --- |
| 1 | -6179.4747 |
| 2 | -3298.4618 |